1.
{"formula": "CH3N5", "method": "ωB97M-V with the def2-TZVPD basis set", "species": ["H", "N", "C", "N", "N", "N", "N", "H", "H"], "coordinates": [[-2.1238, -1.1339, -0.5017], [-2.0085, -0.1443, -0.0173], [-0.6827, -0.2113, 0.0875], [0.1119, -1.2745, 0.1462], [1.3260, -1.0634, -0.0611], [1.4515, 0.3380, -0.2135], [0.0866, 0.9226, 0.1522], [1.9521, 0.6816, 0.8000], [-0.1130, 1.8851, -0.3923]], "de_lowest_kcal_mol": 77.9, "smiles": "[H]/N=c1\\nn[nH][nH]1", "total_charge": 0, "spin_multiplicity": 1, "homo_lumo_gap_ha": 0.3125}



2.
{"formula": "CH3N5O", "method": "ωB97M-V with the def2-TZVPD basis set", "species": ["C", "N", "N", "N", "N", "N", "O", "H", "H", "H"], "coordinates": [[1.2118, -0.4758, -0.1260], [-2.6684, 0.7892, 0.1151], [-3.4802, 1.5205, 0.4064], [-1.6207, 0.2582, -0.1154], [0.9021, -1.4260, 0.4870], [2.0069, 0.4594, -0.4651], [0.5701, -2.3637, 1.0540], [-1.5389, -0.7142, -0.2759], [3.0460, 0.4839, -0.3381], [1.5714, 1.4687, -0.7421]], "de_lowest_kcal_mol": 71.0, "total_charge": 2, "spin_multiplicity": 1, "homo_lumo_gap_ha": [0.2100, 0.3153]}



3.
{"formula": "CH3NO2", "method": "ωB97M-V with the def2-TZVPD basis set", "species": ["C", "N", "O", "O", "H", "H", "H"], "coordinates": [[-0.3218, -0.6772, -0.3979], [-0.4257, 0.4539, 0.4871], [0.9325, 1.9986, 1.2562], [0.7774, 0.9347, 0.6252], [-1.2046, -1.3657, -0.4942], [-0.3555, -0.1902, -1.3913], [0.5977, -1.1541, -0.0852]], "de_lowest_kcal_mol": 175.3, "total_charge": 0, "spin_multiplicity": 1, "homo_lumo_gap_ha": [0.3335, 0.3326]}



4.
{"formula": "CH3NO2", "method": "ωB97M-V with the def2-TZVPD basis set", "species": ["C", "N", "O", "O", "H", "H", "H"], "coordinates": [[0.9104, -0.0270, -0.0045], [-0.6277, -0.6174, -0.0890], [-2.6617, 0.1356, -0.0142], [-1.4235, 0.3349, 0.0197], [1.5022, -0.6012, -0.6299], [1.0332, 0.9686, -0.3636], [1.2672, -0.1935, 1.0815]], "de_lowest_kcal_mol": 179.5, "total_charge": 0, "spin_multiplicity": 1, "homo_lumo_gap_ha": [0.3590, 0.3560]}



5.
{"formula": "CH3NO2P", "method": "ωB97M-V with the def2-TZVPD basis set", "species": ["C", "N", "O", "O", "P", "H", "H", "H"], "coordinates": [[2.2025, -0.2454, 0.5014], [-1.3190, -0.5177, -0.4251], [2.4844, -0.7732, -0.4883], [0.6020, 1.2107, 0.1423], [-0.8929, 1.1801, -0.1208], [-0.9787, -0.8919, 0.4516], [-0.8133, -0.8762, -1.2252], [-1.2849, 0.9136, 1.1641]], "de_lowest_kcal_mol": 18.8, "total_charge": -1, "spin_multiplicity": 1, "homo_lumo_gap_ha": 0.2595}



6.
{"formula": "CH3NO2P", "method": "ωB97M-V with the def2-TZVPD basis set", "species": ["C", "N", "O", "O", "P", "H", "H", "H"], "coordinates": [[-0.6324, 0.9094, -0.8189], [-1.0720, -0.0968, 1.6083], [-1.4412, 0.1553, -1.3592], [-0.6054, 2.1231, -0.7754], [-0.0558, -0.3170, 0.4845], [2.3881, -1.5877, -0.1773], [-1.6219, 0.7935, 1.5615], [3.0408, -1.9798, -0.5236]], "de_lowest_kcal_mol": 39.4, "total_charge": -1, "spin_multiplicity": 1, "homo_lumo_gap_ha": 0.2950}



7.
{"formula": "CH3NO2S", "method": "ωB97M-V with the def2-TZVPD basis set", "species": ["C", "N", "O", "O", "S", "H", "H", "H"], "coordinates": [[0.1819, -0.0112, 0.8559], [0.5187, -0.4857, -1.1689], [1.3401, 0.2744, -1.5554], [-0.1111, -1.3268, -1.7261], [-0.8390, 1.4911, 0.7778], [-0.4039, -0.7821, 1.2426], [1.2361, 0.1295, 0.9171], [-1.9228, 0.7107, 0.6571]], "de_lowest_kcal_mol": 97.7, "total_charge": 0, "spin_multiplicity": 1, "homo_lumo_gap_ha": [0.3199, 0.3200]}



8.
{"formula": "CH3NO2S", "method": "ωB97M-V with the def2-TZVPD basis set", "species": ["C", "N", "O", "O", "S", "H", "H", "H"], "coordinates": [[-1.1151, 0.2293, -0.4961], [1.3863, 0.0561, 0.5267], [-1.4060, 1.2639, 0.2666], [0.4639, -1.9064, -0.8636], [0.0333, -1.0771, 0.1994], [-1.7646, 0.2888, -1.3624], [1.2809, 0.1313, 1.5596], [1.1213, 1.0141, 0.1697]], "de_lowest_kcal_mol": 51.7, "total_charge": 0, "spin_multiplicity": 1, "homo_lumo_gap_ha": 0.3353}



9.
{"formula": "CH3NO2S", "method": "ωB97M-V with the def2-TZVPD basis set", "species": ["C", "N", "O", "O", "S", "H", "H", "H"], "coordinates": [[0.2823, 0.2408, 0.7321], [-0.5916, 1.0774, 0.9746], [1.3905, -1.7181, -1.3657], [-0.8477, -0.3835, -1.5650], [0.1653, -1.3274, -0.6380], [1.3015, 0.1766, 1.1464], [-0.3144, 1.7628, 1.6880], [-1.3858, 0.1714, -0.9726]], "de_lowest_kcal_mol": 45.6, "total_charge": 0, "spin_multiplicity": 1, "homo_lumo_gap_ha": 0.3531}



10.
{"formula": "CH3NO2S", "method": "ωB97M-V with the def2-TZVPD basis set", "species": ["C", "O", "N", "O", "S", "H", "H", "H"], "coordinates": [[0.7237, -0.8322, -0.3713], [-0.4154, -0.3660, 0.3626], [-0.6897, 0.9169, 0.4241], [-0.1988, 1.6515, -0.3579], [-2.3071, 1.1300, 1.6304], [1.5259, -0.6972, 0.4200], [0.7797, -0.0907, -1.1455], [0.5817, -1.7124, -0.9623]], "de_lowest_kcal_mol": 118.2, "smiles": "CO[N+]([O-])=S", "total_charge": 0, "spin_multiplicity": 1, "homo_lumo_gap_ha": 0.2893}



11.
{"formula": "CH3NO2S2", "method": "ωB97M-V with the def2-TZVPD basis set", "species": ["C", "N", "O", "O", "S", "S", "H", "H", "H"], "coordinates": [[0.5935, 0.5202, -0.0088], [-1.1353, -1.1252, 0.0899], [1.2240, -1.9118, 0.9272], [-1.4189, 0.4169, -2.1047], [0.2202, -0.9020, 1.1695], [-1.1750, 0.4949, -0.6667], [0.7505, 1.4649, 0.6857], [1.4400, 0.2267, -0.6986], [-1.8997, -1.4003, 0.6660]], "de_lowest_kcal_mol": 44.6, "total_charge": 0, "spin_multiplicity": 1, "homo_lumo_gap_ha": 0.3568}



12.
{"formula": "CH3NO2S2", "method": "ωB97M-V with the def2-TZVPD basis set", "species": ["N", "S", "O", "S", "C", "O", "H", "H", "H"], "coordinates": [[-0.5762, -1.0930, 0.5634], [0.4959, 0.2293, 0.5052], [0.2397, 1.1371, 1.5660], [2.2659, -0.3066, -0.0827], [-0.4105, 0.9076, -1.0023], [-0.1359, 0.5302, -2.1147], [-0.1958, -1.6654, -0.1579], [-0.6082, -1.4146, 1.5074], [-1.0752, 1.6755, -0.7844]], "de_lowest_kcal_mol": 31.8, "smiles": "N[S@@](=O)(=S)C=O", "total_charge": 0, "spin_multiplicity": 1, "homo_lumo_gap_ha": 0.3480}



13.
{"formula": "CH3NO3", "method": "ωB97M-V with the def2-TZVPD basis set", "species": ["H", "N", "C", "O", "O", "O", "H", "H"], "coordinates": [[-2.6540, 0.6035, -0.3101], [-1.8481, 0.7382, 0.2937], [-0.7893, 0.6333, -0.3990], [0.3319, 0.7191, 0.3186], [1.6609, 0.2150, -0.4622], [2.6047, 0.1403, 0.4816], [-0.7821, 0.9108, -1.5033], [2.9469, 0.9815, 0.5656]], "de_lowest_kcal_mol": 123.4, "smiles": "[H]/N=C/OOO", "total_charge": 0, "spin_multiplicity": 1, "homo_lumo_gap_ha": 0.3639}



14.
{"formula": "CH3NO3S", "method": "ωB97M-V with the def2-TZVPD basis set", "species": ["C", "N", "O", "O", "O", "S", "H", "H", "H"], "coordinates": [[-0.6795, -0.9384, -0.9736], [1.7354, 1.7952, 1.3551], [0.4886, -1.2197, -0.5891], [-1.5773, -0.4131, 0.0081], [1.1598, 2.7757, 1.7015], [1.6769, 0.4344, 0.6457], [-0.7080, -0.0921, -1.7367], [-1.0031, -1.9440, -1.2443], [-1.0928, -0.3980, 0.8333]], "de_lowest_kcal_mol": 126.1, "total_charge": 0, "spin_multiplicity": 1, "homo_lumo_gap_ha": [0.2509, 0.3281]}



15.
{"formula": "CH3NO4", "method": "ωB97M-V with the def2-TZVPD basis set", "species": ["C", "N", "O", "O", "O", "O", "H", "H", "H"], "coordinates": [[0.5864, 0.7631, -0.7433], [0.5995, -0.6366, -0.7081], [-2.0245, -0.9178, 0.4242], [0.7974, -1.3079, 0.1946], [-1.3625, -0.3793, 1.3815], [-0.2796, -0.9957, 1.7410], [0.8637, 1.3063, 0.2454], [1.1971, 1.0937, -1.5173], [-0.3773, 1.0741, -1.0180]], "de_lowest_kcal_mol": 206.8, "total_charge": 0, "spin_multiplicity": 1, "homo_lumo_gap_ha": [0.2774, 0.3083]}



16.
{"formula": "CH3NO4P", "method": "ωB97M-V with the def2-TZVPD basis set", "species": ["C", "N", "O", "O", "O", "O", "P", "H", "H", "H"], "coordinates": [[1.5710, -0.0265, -0.0157], [0.2792, -0.6159, 0.1067], [2.5327, -0.7798, -0.0586], [1.4123, 1.2373, 0.0262], [-0.9922, 1.2434, -0.8914], [-2.1102, -0.1801, 0.7999], [-0.6546, 0.7610, 0.6576], [0.0276, -1.6598, 0.2079], [-0.1676, 1.0592, -1.3888], [-1.8981, -1.0388, 0.5562]], "total_charge": -1, "spin_multiplicity": 3, "s2": 2.0041, "homo_lumo_gap_ha": [0.1416, 0.2506]}



17.
{"formula": "CH3NOP2", "method": "ωB97M-V with the def2-TZVPD basis set", "species": ["N", "P", "P", "C", "O", "H", "H", "H"], "coordinates": [[1.0345, 2.3073, -0.8814], [1.2904, 0.8867, -0.4107], [0.3112, -0.9070, 1.0357], [-1.4447, -0.4139, 0.4506], [-2.4402, -1.0778, 0.5478], [2.5034, 0.1534, -0.3931], [0.2643, -1.4453, -0.2639], [-1.5190, 0.4967, -0.0850]], "de_lowest_kcal_mol": 57.0, "smiles": "N#[PH]PC=O", "total_charge": 0, "spin_multiplicity": 1, "homo_lumo_gap_ha": [0.2928, 0.2927]}



18.
{"formula": "CH3NOP2S", "method": "ωB97M-V with the def2-TZVPD basis set", "species": ["C", "N", "O", "P", "P", "S", "H", "H", "H"], "coordinates": [[-0.6848, -0.3039, 0.7489], [0.4361, 0.2152, 1.5225], [1.8643, 1.8093, -0.0331], [1.7383, 1.0315, 1.5259], [0.6722, 2.2073, -1.0387], [-0.5216, -0.3818, -1.0809], [-0.7253, -1.3399, 0.9492], [-1.6113, 0.2669, 0.7594], [-0.3205, 2.2990, 0.0014]], "de_lowest_kcal_mol": 45.3, "total_charge": 0, "spin_multiplicity": 1, "homo_lumo_gap_ha": 0.2737}



19.
{"formula": "CH3NOS", "method": "ωB97M-V with the def2-TZVPD basis set", "species": ["H", "N", "C", "S", "O", "H", "H"], "coordinates": [[1.7674, -0.6947, 0.1842], [1.4290, 0.1259, 0.7077], [0.2543, 0.4987, 0.6816], [-1.3500, 0.3526, -0.0148], [-1.4227, -0.8144, -1.2607], [-0.0802, 1.1909, 1.5276], [-0.5977, -0.6591, -1.8257]], "de_lowest_kcal_mol": 50.5, "smiles": "[H]/N=C\\SO", "total_charge": 0, "spin_multiplicity": 1, "homo_lumo_gap_ha": 0.3536}



20.
{"formula": "CH3NOS", "method": "ωB97M-V with the def2-TZVPD basis set", "species": ["C", "H", "H", "H", "N", "O", "S"], "coordinates": [[-0.7816, 0.9765, 0.5792], [1.1977, 0.4549, -1.2175], [-0.4782, -0.8534, 1.7030], [-1.1547, 1.6027, 1.3940], [-0.0461, -0.1842, 0.9375], [-0.8060, 1.3282, -0.5657], [0.7435, -1.0250, -0.4620]], "de_lowest_kcal_mol": 57.5, "total_charge": 0, "spin_multiplicity": 1, "homo_lumo_gap_ha": 0.3377}



These records have strongest force on any atom values of 0.1372 0.0849 0.0656 0.0792 0.0409 0.0564 0.0856 0.1534 0.0619 0.0611 0.0504 0.0777 0.0720 0.0897 0.1042 0.0804 0.0488 0.0605 0.0587 0.0814 Eh/bohr, in the order they appear.